# C23H39F3N3O4S4

A cluster of 3 separate species, C23H39F3N3O4S4 in total (the ωB97M-V functional and the def2-TZVPD basis, OMol25).

## Properties
**HOMO energy**: -10.83 eV
**Orbital gap**: 0.28409 hartree
**Total charge**: +1

Last column: Mulliken charge in e.
Element x y z (Å)
C 0.056 -3.366 3.187  -1.119
C -0.534 -3.746 1.772  -0.055
N 0.486 -3.869 0.723  0.193
C 0.076 -4.750 -0.410  -0.648
C -1.434 -4.676 -0.828  -0.761
C 1.001 -2.599 0.301  -0.158
S 0.113 -1.596 -0.667  -0.159
S 2.672 -2.116 0.848  -0.113
C 2.566 -0.542 1.781  -0.570
C 2.341 0.735 0.877  -0.468
C 1.401 1.819 1.577  -0.078
N 0.046 1.635 0.977  0.205
C -0.566 2.293 -0.079  -0.440
C -1.846 1.640 -0.205  -0.305
N -1.857 0.668 0.773  0.457
C -2.881 -0.353 1.124  -0.685
C -4.311 0.237 1.400  -0.491
C -5.181 -0.925 1.977  0.179
F -5.570 -0.856 3.295  -0.283
C -5.623 -1.986 1.256  0.255
F -6.898 -2.420 1.381  -0.205
F -4.848 -2.692 0.403  -0.114
C -0.715 0.651 1.524  -0.204
H -0.637 -3.812 3.955  0.414
H -0.009 -2.257 3.327  0.132
H 1.062 -3.797 3.386  0.284
H -1.379 -3.046 1.505  -0.027
H -1.007 -4.759 1.878  0.447
H 0.304 -5.807 -0.128  0.284
H 0.728 -4.482 -1.285  0.425
H -1.559 -5.407 -1.676  0.394
H -2.158 -4.993 -0.042  0.356
H -1.733 -3.687 -1.267  0.045
H 1.837 -0.576 2.639  0.245
H 3.573 -0.405 2.262  0.373
H 3.288 1.271 0.618  0.444
H 1.842 0.484 -0.097  0.257
H 1.378 1.662 2.687  0.503
H 1.738 2.878 1.355  -0.604
H -0.130 3.115 -0.670  0.479
H -2.653 1.830 -0.932  0.465
H -2.509 -0.851 2.060  0.247
H -2.888 -1.166 0.348  0.238
H -4.777 0.677 0.488  0.394
H -4.265 1.040 2.174  0.377
H -0.520 -0.048 2.353  0.215
C 2.464 6.930 2.531  -0.719
C 3.940 7.343 2.508  -0.656
C 4.775 6.088 2.784  -0.695
S 3.804 4.704 2.195  1.272
O 3.431 3.884 3.325  -0.639
O 4.431 4.148 1.020  -0.689
C 2.378 5.659 1.693  -0.517
H 1.818 7.714 2.136  0.376
H 2.154 6.722 3.559  0.318
H 4.191 7.742 1.521  0.306
H 4.152 8.124 3.239  0.345
H 5.726 6.110 2.256  0.354
H 4.946 5.948 3.852  0.363
H 1.467 5.088 1.868  0.321
H 2.484 5.881 0.629  0.393
C -1.378 -2.530 -6.582  -0.565
C -1.340 -1.153 -5.912  -0.716
C -0.843 -1.354 -4.477  -0.426
S 0.197 -2.815 -4.508  1.177
O -0.434 -3.844 -3.716  -0.552
O 1.570 -2.427 -4.305  -0.709
C -0.051 -3.196 -6.235  -0.796
H -1.516 -2.452 -7.660  0.368
H -2.207 -3.116 -6.176  0.281
H -0.648 -0.503 -6.454  0.311
H -2.319 -0.671 -5.925  0.330
H -0.257 -0.504 -4.130  0.360
H -1.668 -1.542 -3.789  0.240
H -0.060 -4.275 -6.378  0.401
H 0.772 -2.750 -6.795  0.345